Density functional theory data (wB97M-V/def2-TZVPD) for C3H5NO2 in the gas phase in a non-equilibrium geometry.

HOMO: -9.19 eV
LUMO energy: 0.65 eV
F_max: 1.32 eV Å⁻¹
ΔE to the lowest compared entry with this formula, charge and spin: 256.5 kJ/mol

The geometry in ORCA input format:
```
! RIJCOSX wB97M-V def2-TZVPD def2/J DEFGRID3
* xyz 0 1
C 1.65909 -1.09899 -0.35901
C 0.49425 0.54674 0.56805
O 0.52236 -0.24407 -0.47884
N -0.76257 1.03756 0.66809
C -1.89892 0.81951 -0.10825
O -2.95259 1.35429 0.12772
H 2.47404 -0.69890 0.24891
H 1.93316 -1.20416 -1.39412
H 1.36848 -2.06576 0.05368
H -0.88934 1.66301 1.44546
H -1.74370 0.12827 -0.94367
*
```

=====

Density functional theory data (wB97M-V/def2-TZVPD) for C3H5NO2 in the gas phase in a non-equilibrium geometry.

HOMO: -10.97 eV
LUMO energy: -0.05 eV
F_max: 2.69 eV Å⁻¹
ΔE to the lowest compared entry with this formula, charge and spin: 304.5 kJ/mol

The geometry in ORCA input format:
```
! RIJCOSX wB97M-V def2-TZVPD def2/J DEFGRID3
* xyz 0 1
O 1.88263 -0.01500 0.34704
C 0.68259 -0.44524 -0.24943
C -0.52074 0.25700 0.42965
O -0.58472 1.60593 0.17531
C -1.92711 -0.44727 0.02704
N -1.90110 -0.64226 -1.12201
H 1.99467 -0.48280 1.18311
H 0.75398 -0.17321 -1.31241
H 0.55714 -1.53421 -0.20371
H -0.49019 0.10699 1.49528
H -0.44715 1.77005 -0.76987
*
```

=====

Density functional theory data (wB97M-V/def2-TZVPD) for C3H5NO2 in the gas phase in a non-equilibrium geometry.

HOMO: -9.58 eV
LUMO energy: 0.69 eV
F_max: 3.98 eV Å⁻¹
ΔE to the lowest compared entry with this formula, charge and spin: 305.2 kJ/mol

The geometry in ORCA input format:
```
! RIJCOSX wB97M-V def2-TZVPD def2/J DEFGRID3
* xyz 0 1
C 1.59666 0.52384 0.34690
C 0.09036 0.64609 0.09893
C -0.26582 -0.88594 -0.34317
N 1.98836 -0.68855 0.16072
O 1.05045 -1.51459 -0.27076
O -1.18124 -1.46428 0.56466
H 2.14370 1.30664 0.76275
H -0.54273 0.89954 0.88245
H -0.08346 1.31801 -0.73816
H -0.70585 -0.78190 -1.31699
H -1.95402 -1.98282 0.23421
*
```

=====

Density functional theory data (wB97M-V/def2-TZVPD) for C3H5NO2 in the gas phase in a non-equilibrium geometry.

HOMO: -9.30 eV
LUMO energy: 0.53 eV
F_max: 2.44 eV Å⁻¹
ΔE to the lowest compared entry with this formula, charge and spin: 247.2 kJ/mol

The geometry in ORCA input format:
```
! RIJCOSX wB97M-V def2-TZVPD def2/J DEFGRID3
* xyz 0 1
C -0.96234 1.39486 -0.12633
N 0.15690 0.55033 0.26286
C -0.07848 -0.81006 0.16188
O -1.09151 -1.35433 0.52624
C 1.21030 -1.63273 -0.19150
O 1.58900 -1.56101 0.96246
H -1.84543 1.07959 0.42800
H -0.74167 2.43705 0.10941
H -1.17018 1.30418 -1.20169
H 1.06164 0.85470 -0.06763
H 1.87176 -2.26258 -0.86367
*
```

=====

Density functional theory data (wB97M-V/def2-TZVPD) for 2 unconnected molecules or ions with the total composition C3H5NO2 in a non-equilibrium geometry.

HOMO: -8.80 eV
LUMO energy: 1.07 eV
F_max: 2.14 eV Å⁻¹
ΔE to the lowest compared entry with this formula, charge and spin: 446.3 kJ/mol

The geometry in ORCA input format:
```
! RIJCOSX wB97M-V def2-TZVPD def2/J DEFGRID3
* xyz 0 1
N 0.74709 0.53604 1.70196
C -0.26082 -0.07443 1.63404
O -1.14443 -0.45715 -0.03108
C -0.64311 0.36718 -1.09207
C 0.50807 -0.57186 -1.03481
O 1.52335 -0.39346 -0.37571
H 1.53851 1.04022 1.33622
H -0.92275 -0.72246 2.18371
H -0.44189 1.38811 -0.74543
H -1.23569 0.41957 -2.03352
H 0.33170 -1.53175 -1.54331
*
```

=====

Density functional theory data (wB97M-V/def2-TZVPD) for 2 unconnected molecules or ions with the total composition C3H5NO2 in a non-equilibrium geometry.

HOMO: -10.31 eV
LUMO energy: 0.33 eV
F_max: 5.23 eV Å⁻¹
ΔE to the lowest compared entry with this formula, charge and spin: 419.3 kJ/mol

The geometry in ORCA input format:
```
! RIJCOSX wB97M-V def2-TZVPD def2/J DEFGRID3
* xyz 0 1
C -2.07374 -0.50307 -0.13490
C 1.42991 -0.79117 0.10954
C -0.33149 0.80321 -0.40105
N -2.97095 -0.98847 0.35759
O -0.87535 1.93821 -0.03821
O 0.59621 0.29880 0.37809
H 0.95083 -1.84772 -0.03192
H 2.03784 -1.12384 1.01874
H 2.21210 -0.67571 -0.71339
H -0.15892 0.90724 -1.54188
H -0.81644 1.98251 0.99738
*
```

=====

Density functional theory data (wB97M-V/def2-TZVPD) for 2 unconnected molecules or ions with the total composition C3H5NO2 in a non-equilibrium geometry.

HOMO (spin up / spin down): -5.98 / -11.58 eV
Expectation value of S²: 2.014
LUMO energy (spin up / spin down): 0.80 / -3.86 eV
F_max: 4.77 eV Å⁻¹
ΔE to the lowest compared entry with this formula, charge and spin: 287.5 kJ/mol

The geometry in ORCA input format:
```
! RIJCOSX wB97M-V def2-TZVPD def2/J DEFGRID3
* xyz 0 3
C -2.09257 -0.40098 -0.14662
C 1.13228 -1.00277 0.04973
C -0.07496 0.96720 -0.28382
N -3.02495 -1.02760 0.06435
O -0.46704 2.17464 0.00863
O 0.64443 0.28471 0.59571
H 0.22666 -1.53548 -0.38704
H 1.50869 -1.44354 1.02614
H 2.09248 -1.00180 -0.46502
H 0.07432 0.67152 -1.36705
H -0.01936 2.31410 0.90497
*
```

=====

Density functional theory data (wB97M-V/def2-TZVPD) for C3H5NO2S in the gas phase.

HOMO: -9.23 eV
LUMO energy: -0.55 eV
F_max: 0.81 eV Å⁻¹
ΔE to the lowest compared entry with this formula, charge and spin: 249.9 kJ/mol

The geometry in ORCA input format:
```
! RIJCOSX wB97M-V def2-TZVPD def2/J DEFGRID3
* xyz 0 1
C 3.24421 0.14061 -0.01426
C -0.01529 -0.95357 0.00667
C -1.01326 0.14033 0.00199
H 3.64341 1.15335 -0.05411
H 3.59087 -0.35436 0.90298
H 3.56795 -0.43469 -0.88730
H -0.43108 -1.95024 0.00644
H -1.25584 1.98354 0.02624
N 1.26903 -0.93786 0.01045
O 1.82753 0.29152 0.00568
O -0.50357 1.35832 0.00374
S -2.61776 -0.18722 -0.00682
*
```

=====

Density functional theory data (wB97M-V/def2-TZVPD) for C3H5NO2S2 in the gas phase in a non-equilibrium geometry.

HOMO: -8.94 eV
LUMO energy: -0.73 eV
F_max: 5.34 eV Å⁻¹
ΔE to the lowest compared entry with this formula, charge and spin: 289.0 kJ/mol

The geometry in ORCA input format:
```
! RIJCOSX wB97M-V def2-TZVPD def2/J DEFGRID3
* xyz 0 1
C 0.15308 -0.80001 1.15174
C 0.05452 -0.07277 -0.28802
C 0.98222 -0.65074 -1.41594
H -0.26466 0.37177 2.61572
H 0.68876 -1.70210 1.09913
H -0.84736 -1.13770 1.28603
H -2.30745 2.46818 -0.50686
H 0.41785 0.83729 -2.10521
N -0.70736 0.82178 -0.81424
O 0.69506 0.05070 2.22635
O 0.98084 0.14832 -2.43533
S -1.64132 1.72688 0.41750
S 1.79581 -2.06160 -1.23088
*
```

=====

Density functional theory data (wB97M-V/def2-TZVPD) for C3H5NO2S2 in the gas phase in a non-equilibrium geometry.

HOMO: -8.73 eV
LUMO energy: -0.25 eV
F_max: 4.17 eV Å⁻¹
ΔE to the lowest compared entry with this formula, charge and spin: 271.8 kJ/mol

The geometry in ORCA input format:
```
! RIJCOSX wB97M-V def2-TZVPD def2/J DEFGRID3
* xyz 0 1
C 0.96769 -1.33293 0.32224
C -0.79086 -0.00066 -0.52870
C -0.85285 1.11507 0.41642
N -0.32626 -1.19494 0.03802
O 1.69375 -2.17838 0.77023
O 2.06614 0.38496 -1.41912
S 0.76296 2.24850 0.52045
S 1.89495 0.42768 0.03157
H -1.75278 -0.32229 -0.75895
H -0.34923 0.19903 -1.50850
H -1.60417 1.84267 0.24819
H -0.74519 0.63189 1.45973
H -0.96414 -1.82059 0.40844
*
```

=====

Density functional theory data (wB97M-V/def2-TZVPD) for C3H5NO3 in the gas phase in a non-equilibrium geometry.

HOMO: -9.95 eV
LUMO energy: 0.84 eV
F_max: 3.48 eV Å⁻¹
ΔE to the lowest compared entry with this formula, charge and spin: 312.1 kJ/mol

The geometry in ORCA input format:
```
! RIJCOSX wB97M-V def2-TZVPD def2/J DEFGRID3
* xyz 0 1
C 0.18495 1.43913 0.00407
C 1.20300 -1.27162 0.28423
C -1.49699 -0.44807 -0.37663
H 0.50580 1.86848 0.96698
H 1.01120 1.34353 -0.71925
H -0.59890 2.06338 -0.35613
H 1.71901 -2.10070 0.84411
H -2.02278 0.22042 -1.05894
N -0.45906 0.22920 0.27832
O 0.18721 -0.72566 1.05011
O 1.52054 -1.02287 -0.86638
O -1.75399 -1.59524 -0.05049
*
```

=====

Density functional theory data (wB97M-V/def2-TZVPD) for C3H5NO3 in the gas phase.

HOMO: -10.34 eV
LUMO energy: 0.78 eV
F_max: 0.69 eV Å⁻¹
ΔE to the lowest compared entry with this formula, charge and spin: 103.1 kJ/mol

The geometry in ORCA input format:
```
! RIJCOSX wB97M-V def2-TZVPD def2/J DEFGRID3
* xyz 0 1
N 0.14339 0.66394 1.78369
C -0.05983 -0.20207 0.76794
O -1.04486 -0.91652 0.72511
C 0.98683 -0.31261 -0.36245
O 0.26618 -0.84563 -1.46474
C -0.92397 -0.20981 -1.58812
O -1.10140 0.93112 -1.24644
H 0.86229 1.36759 1.78057
H -0.67783 0.81516 2.35207
H 1.48375 0.62436 -0.63880
H 1.74819 -1.04772 -0.08279
H -1.68273 -0.86782 -2.02603
*
```